1.
59
Properties=species:S:1:pos:R:3:forces:R:3:lowdin_charge:R:1 method="wB97M-V/def2-TZVPD" gap_ev=7.321 mol_weight_g_mol=768.80 spin_multiplicity=1 charge=-1 de_lowest_kj_mol=0.0
C -0.13482 5.39515 -1.91585 0.11 0.03 -0.18 -0.117
C 0.92107 4.28119 -1.99858 -0.14 -0.10 -0.07 -0.254
C 1.20952 3.85780 -3.43435 0.22 0.16 -0.24 -0.279
O 1.78106 2.55909 -3.47346 -0.31 -0.07 0.46 -0.105
C 1.25819 1.54476 -4.28952 0.41 -0.29 -0.56 -0.670
P 1.12438 2.16035 -6.09720 -0.24 -0.09 0.26 0.872
O 2.63664 2.83112 -6.11730 -0.16 0.15 -0.07 -0.255
O 1.45026 0.79525 -6.90315 0.16 0.29 -0.43 -0.333
O 2.19583 0.51744 -4.27025 0.00 0.01 0.17 0.000
B 1.97910 -0.27935 -3.07812 -0.11 -0.24 -0.38 -0.697
B 2.08280 -2.00524 -3.20821 0.18 0.00 0.21 -0.592
O 1.61714 -2.81665 -2.18749 -0.36 0.02 -0.14 0.138
O 2.53112 -2.67329 -4.32618 -0.25 0.24 -0.19 0.138
S 3.47300 0.21983 -1.78210 0.25 -0.05 0.04 0.831
O 4.16958 -1.00937 -1.43203 -0.03 -0.05 0.05 -0.341
O 4.28006 1.33963 -2.21488 -0.05 0.14 0.04 -0.323
C 2.82713 0.78588 -0.10494 -0.08 0.08 -0.09 -0.654
F 2.52424 -0.26326 0.67686 -0.02 -0.06 0.02 0.103
F 1.71788 1.53011 -0.22143 0.04 0.07 0.00 0.113
F 3.74561 1.51474 0.53516 0.03 -0.02 0.02 0.121
O 0.61670 0.14346 -2.58362 0.24 -0.16 0.02 -0.142
C 0.05638 0.79779 -3.61366 -0.11 0.56 0.38 -1.145
I -0.86996 -0.62987 -5.02909 -0.05 -0.17 -0.13 0.851
I -1.61578 1.98544 -2.91425 0.09 -0.06 0.04 0.933
H -0.43534 5.72837 -2.91377 0.03 0.03 0.02 0.065
H -1.03929 5.03637 -1.42598 0.01 0.05 0.06 0.054
H 0.23355 6.27314 -1.38445 -0.06 -0.02 0.07 0.061
H 0.56736 3.39287 -1.48002 0.07 0.05 0.11 0.054
H 1.85427 4.58922 -1.52638 0.02 -0.08 0.04 0.112
H 0.30105 3.91835 -4.03993 -0.01 -0.05 0.04 0.063
H 1.95507 4.54040 -3.86565 -0.12 0.04 -0.09 0.123
H 2.57533 3.77320 -6.30366 0.07 -0.06 -0.02 0.044
H 2.38429 0.55323 -6.82124 -0.08 -0.23 0.35 0.071
H 1.18227 -2.30483 -1.49864 0.10 -0.02 0.02 0.087
H 2.12123 -3.54429 -4.37557 0.27 -0.12 0.17 0.096
C -0.63715 -0.27399 1.12296 -0.05 0.03 -0.03 -0.005
C -1.82235 0.52897 1.60380 0.12 -0.13 -0.12 -0.547
O -2.54023 1.13296 0.82522 -0.18 0.11 0.10 0.007
N -2.06598 0.54907 2.94358 0.03 -0.01 -0.01 0.003
C -1.32313 -0.11066 4.00301 -0.22 0.24 -0.04 -0.079
H -0.58696 -0.17534 0.04124 0.01 0.01 0.01 0.074
H 0.29178 0.09713 1.55392 -0.03 -0.04 0.01 0.068
H -0.74354 -1.32687 1.39036 0.01 0.00 0.02 0.089
H -2.87187 1.09824 3.19587 0.01 0.00 -0.01 0.130
H -1.95792 -0.80712 4.54714 0.10 -0.02 -0.01 0.048
H -0.92929 0.63066 4.70316 0.08 -0.05 0.00 0.080
H -0.49038 -0.66688 3.58648 0.00 -0.02 0.01 0.075
C -1.83568 -5.26133 5.86659 0.03 0.03 -0.02 -0.010
C -2.44325 -3.87679 5.87267 0.02 -0.05 -0.04 -0.539
O -1.85832 -2.91846 5.39980 -0.04 -0.08 0.10 0.036
N -3.67916 -3.73558 6.42532 -0.01 0.02 0.03 0.007
C -4.51484 -4.75402 7.02234 -0.01 0.07 -0.02 -0.084
H -0.86198 -5.19304 5.39189 0.00 0.02 0.00 0.084
H -1.71394 -5.64216 6.88142 -0.02 -0.02 0.00 0.082
H -2.45723 -5.96046 5.30601 -0.01 -0.01 0.02 0.084
H -4.02895 -2.79083 6.39401 0.00 0.00 -0.01 0.140
H -5.46422 -4.84244 6.49093 0.01 -0.03 -0.01 0.083
H -4.72797 -4.52282 8.06782 0.02 -0.03 0.01 0.081
H -4.01437 -5.71628 6.98338 -0.01 -0.01 0.01 0.069

---

2.
53
Properties=species:S:1:pos:R:3:forces:R:3:lowdin_charge:R:1 method="wB97M-V/def2-TZVPD" gap_ev=4.461 mol_weight_g_mol=1237.29 spin_multiplicity=1 charge=-1
C -0.80225 -4.53100 0.87871 -0.62 -0.43 0.26 -0.107
C -1.64442 -3.66431 -0.05571 0.47 -0.28 0.23 -0.307
N -0.92791 -2.67753 -0.88020 0.04 -0.42 0.68 -0.247
C 0.22498 -3.23103 -1.63161 -0.08 0.69 -0.73 -0.230
C 1.59650 -3.11563 -0.98323 0.17 -0.31 0.01 -0.137
C -0.63089 -1.44862 -0.26727 0.19 0.41 -0.06 -1.178
S -0.15814 -1.19687 1.28270 -0.27 -0.16 0.12 0.693
S -0.83526 -0.18906 -1.43760 -0.22 -0.12 -0.11 0.931
C -0.07310 1.27519 -0.73093 0.44 0.34 0.07 -0.508
C 1.43617 1.27630 -0.98356 -0.33 -0.15 -0.16 -0.387
C 2.10813 2.61717 -0.71435 -0.13 -0.48 0.45 -0.427
P 3.43978 3.12431 -2.02332 -0.10 -0.23 -0.23 0.168
H -0.48576 -3.99982 1.77013 0.29 0.15 -0.12 0.039
H -1.44329 -5.34848 1.22548 -0.03 -0.02 0.00 0.071
H 0.03476 -5.01129 0.37900 0.16 0.13 -0.03 0.060
H -2.43160 -3.15465 0.51031 0.65 -0.36 -0.10 -0.007
H -2.16255 -4.33555 -0.74564 0.00 0.09 -0.19 0.114
H -0.01246 -4.25275 -1.92254 -0.12 -0.11 0.25 0.116
H 0.28184 -2.67036 -2.56725 -0.04 -0.04 -0.08 0.103
H 2.31349 -3.67293 -1.58994 0.00 0.00 -0.09 0.069
H 1.96092 -2.08830 -0.95334 -0.30 -0.07 0.04 0.001
H 1.64973 -3.53512 0.01943 -0.11 0.06 0.11 0.054
H -0.53170 2.12849 -1.23310 -0.09 -0.10 -0.20 0.075
H -0.30956 1.37360 0.32640 -0.13 -0.23 0.07 0.050
H 1.86531 0.47334 -0.38363 0.11 -0.02 0.07 0.044
H 1.57332 0.96891 -2.02747 0.16 0.17 -0.08 0.061
H 1.34035 3.39537 -0.62157 0.10 0.20 -0.25 0.052
H 2.60820 2.55883 0.25877 0.16 0.14 -0.03 0.055
H 2.41556 3.91978 -2.72863 0.05 0.12 0.02 -0.141
H 3.08372 1.98958 -2.92552 -0.01 -0.11 0.09 -0.084
H 4.41280 2.21748 -1.33464 0.17 0.18 0.08 -0.092
H 3.81170 4.27203 -1.16059 -0.09 -0.01 0.07 -0.077
H 4.47077 3.53431 -2.99990 -0.06 -0.02 0.00 -0.107
C 4.81481 -2.17321 0.81689 -0.14 0.05 -0.09 -1.635
Br 5.05909 -4.02600 0.32706 0.02 -0.04 0.01 0.548
Br 6.31716 -1.51992 1.82828 0.03 -0.01 0.02 0.561
Br 4.44208 -1.06660 -0.69726 0.31 0.22 0.04 0.661
H 3.95276 -2.13185 1.46766 0.00 -0.04 0.02 -0.029
C -5.70564 -1.29439 0.54493 0.11 0.08 -0.04 -1.611
Br -6.63411 -2.93948 0.15383 -0.01 -0.01 0.01 0.563
Br -5.91183 -0.79367 2.39258 -0.02 -0.06 -0.01 0.543
Br -3.85569 -1.38161 0.04053 -0.72 0.59 -0.09 0.737
H -6.17111 -0.52142 -0.04825 -0.03 -0.01 -0.01 -0.031
C 1.40626 7.62167 -2.48169 0.06 0.00 -0.10 -1.657
Br -0.29597 6.97001 -1.84920 -0.02 -0.01 0.02 0.534
Br 2.61901 7.93976 -1.02264 0.00 -0.01 0.03 0.547
Br 2.16605 6.45136 -3.78991 0.02 0.17 -0.03 0.589
H 1.22108 8.57438 -2.95319 -0.03 0.03 0.03 -0.043
C -6.37156 0.74908 6.23487 0.02 0.01 -0.01 -1.655
Br -7.30873 -0.88620 5.84838 -0.01 0.00 0.03 0.548
Br -6.56280 1.25232 8.08266 0.00 0.00 0.01 0.563
Br -4.52850 0.64731 5.71136 0.01 -0.01 0.01 0.575
H -6.83150 1.52706 5.64374 -0.02 0.01 0.00 -0.029

---

3.
42
Properties=species:S:1:pos:R:3:forces:R:3:lowdin_charge:R:1 method="wB97M-V/def2-TZVPD" gap_ev=10.172 mol_weight_g_mol=375.14 spin_multiplicity=1 smiles="CCCCCCC[C@@H](CN)OC=O.BrCCBr"
C 1.71398 -1.97977 -0.73359 -0.08 0.18 -0.07 -0.118
C 2.88937 -1.03429 -1.01086 -0.10 -0.16 -0.23 -0.253
C 2.44886 0.30522 -1.62145 0.19 -0.08 0.05 -0.218
C 2.16549 1.42306 -0.61171 -0.07 0.15 -0.14 -0.211
C 0.88518 1.30927 0.22293 0.07 0.29 0.13 -0.218
C -0.39475 1.46243 -0.61145 -0.06 -0.19 0.00 -0.185
C -1.61271 0.69449 -0.07287 -0.19 0.39 -0.02 -0.143
C -2.58932 0.29563 -1.16497 -0.02 -0.45 0.14 -0.336
C -3.69900 -0.62992 -0.68372 -0.05 -0.11 -0.08 -0.219
N -3.10945 -1.89883 -0.22869 -0.08 0.07 -0.21 0.006
O -3.20295 1.47805 -1.72965 0.28 0.23 0.10 -0.026
C -2.81290 1.81285 -2.98467 -0.05 -0.35 -0.22 -0.338
O -3.19229 1.25393 -3.97003 0.15 0.09 0.16 0.108
H 1.98711 -2.80525 -0.07266 -0.01 0.04 -0.08 0.066
H 1.34385 -2.39278 -1.67908 0.04 -0.01 0.13 0.074
H 0.87846 -1.44434 -0.27485 0.07 -0.10 0.05 0.022
H 3.54557 -1.53437 -1.73278 0.05 0.04 0.18 0.101
H 3.48204 -0.86631 -0.10590 -0.10 0.03 -0.04 0.071
H 3.24020 0.66978 -2.28658 -0.08 -0.05 0.06 0.106
H 1.58309 0.11101 -2.26607 0.02 0.14 0.02 0.100
H 3.02942 1.51148 0.05778 -0.08 -0.05 -0.04 0.100
H 2.11434 2.37367 -1.16198 0.01 -0.09 0.07 0.112
H 0.86323 0.38073 0.79846 0.06 -0.02 -0.12 0.042
H 0.92029 2.12111 0.96250 -0.06 -0.15 0.02 0.111
H -0.19258 1.13309 -1.63936 -0.01 -0.03 0.09 0.101
H -0.65330 2.52547 -0.67517 0.07 -0.10 -0.13 0.117
H -1.33863 -0.21226 0.47461 0.11 0.11 -0.12 0.067
H -2.16469 1.34202 0.62014 0.06 -0.20 0.09 0.131
H -2.04023 -0.23791 -1.95657 -0.10 0.15 -0.04 0.152
H -4.41373 -0.75764 -1.50696 0.09 0.08 0.03 0.120
H -4.23888 -0.16590 0.14741 0.09 0.01 -0.02 0.123
H -2.50373 -2.25603 -0.96349 -0.01 -0.02 0.06 0.070
H -3.84124 -2.59389 -0.12796 0.04 0.06 0.14 0.069
H -2.09674 2.64747 -3.00303 -0.18 0.16 0.00 0.144
Br 0.04634 -1.74312 2.66814 -0.08 -0.12 0.10 0.679
C 0.89599 -1.02726 4.26002 -0.03 0.01 -0.11 -0.680
C 1.76872 0.15418 3.92505 0.08 0.01 0.02 -0.688
Br 3.39736 -0.37870 3.00688 -0.04 0.02 0.00 0.637
H 1.45586 -1.84182 4.70780 0.03 0.02 0.03 0.050
H 0.09117 -0.72499 4.92607 -0.01 0.02 -0.01 0.059
H 2.08636 0.66477 4.83120 0.01 -0.03 0.01 0.059
H 1.26481 0.85566 3.26711 -0.03 0.01 0.02 0.037

---

4.
51
Properties=species:S:1:pos:R:3:forces:R:3:lowdin_charge:R:1 method="wB97M-V/def2-TZVPD" gap_ev=3.575 mol_weight_g_mol=519.68 spin_multiplicity=1 charge=+1 de_lowest_kj_mol=401.6
Cd -0.51950 2.45550 2.13526 0.31 0.61 0.44 1.485
O -0.19249 1.35834 0.59153 0.58 -1.08 -1.66 -0.491
H 0.45542 0.64648 0.42419 -0.17 0.78 0.51 -0.006
C -1.17665 -2.65606 -2.04334 0.60 1.53 0.17 0.029
C -0.97990 -1.31819 -1.61356 0.39 -2.27 -0.27 -0.032
C -1.63532 -0.29560 -2.23716 -0.20 0.90 0.89 -0.320
C -2.48112 -0.57799 -3.30281 -0.45 0.49 0.70 0.016
C -2.72577 -1.90450 -3.67704 -1.13 5.94 -1.54 -0.046
C -2.01058 -2.84504 -3.13242 0.57 -4.85 1.49 -0.346
O -2.34810 -4.13032 -3.56451 0.63 0.18 0.56 0.038
O -1.52992 0.96989 -1.70003 -1.07 0.72 -2.17 0.007
H -0.68630 -3.48638 -1.55699 0.01 -0.05 -0.10 0.119
H -0.29560 -1.06744 -0.81653 0.10 -0.26 0.17 0.095
H -3.07596 0.22034 -3.72142 0.06 0.10 -0.11 0.119
H -3.47606 -1.95740 -4.45207 0.05 -0.85 -0.15 0.132
H -3.17572 -3.95707 -4.01907 -0.08 -0.71 -0.29 0.086
H -1.15440 1.13216 -0.83155 0.48 -0.90 0.41 0.006
C -1.63046 0.12714 6.19271 -0.15 -0.84 0.69 -0.077
O -2.70036 -0.14822 5.26354 0.33 1.42 -3.62 -0.239
P -2.53027 0.01746 3.59756 -3.10 -4.24 3.44 0.545
O -1.65702 1.12469 3.18412 -0.43 0.69 0.41 -0.380
O -1.96004 -1.42792 3.19544 -1.07 1.51 0.29 -0.180
C -1.30370 -1.68901 1.97274 1.99 -1.03 -1.28 -0.109
O -4.08155 -0.05096 3.09519 2.89 1.10 1.24 -0.191
C -5.21072 -0.11627 3.99456 -1.77 -1.40 -0.17 -0.077
H -2.03650 0.60671 7.08336 -0.37 -0.04 -0.21 0.094
H -0.80972 0.76884 5.87224 -0.12 -0.25 -0.62 0.081
H -1.31892 -0.87843 6.47531 0.64 0.31 0.15 0.100
H -0.26514 -1.38130 2.09444 -0.02 0.46 -0.32 0.091
H -1.70313 -1.40837 0.99816 -0.68 1.17 0.53 0.079
H -1.18400 -2.74793 1.74371 -0.47 -0.42 1.08 0.102
H -5.64264 -1.11092 3.88397 0.08 -0.18 -0.60 0.095
H -5.98825 0.55567 3.63119 0.44 0.33 0.22 0.098
H -5.11131 -0.14015 5.07975 1.04 1.04 -0.20 0.091
C 4.73213 0.20601 -4.24282 -0.10 -0.03 -0.89 -0.088
O 5.20724 0.46713 -2.92846 -0.17 0.58 0.90 -0.209
P 4.32513 0.68508 -1.61359 0.00 0.75 -0.20 0.479
O 3.57367 -0.51940 -1.16742 0.88 1.80 -0.01 -0.245
O 5.42602 1.34789 -0.62562 -2.51 -3.14 -0.17 -0.221
C 5.91706 2.63582 -0.61113 1.53 0.94 -1.25 -0.129
O 3.40978 2.01488 -1.95163 0.23 -0.77 -0.64 -0.220
C 2.14589 2.25514 -1.37937 -1.26 -0.64 1.52 -0.138
H 3.64605 0.27019 -4.30933 0.07 -0.17 0.03 0.092
H 5.11286 -0.73580 -4.63797 -0.31 -0.41 0.68 0.091
H 5.17096 0.89907 -4.96060 -0.09 0.60 0.43 0.089
H 5.68437 3.18911 0.29871 -0.07 -0.24 -0.02 0.093
H 5.65100 3.20225 -1.50358 -0.46 0.13 0.13 0.090
H 6.98434 2.45700 -0.74169 0.27 0.67 0.54 0.098
H 1.95902 1.56955 -0.55284 0.49 0.07 0.27 0.038
H 1.21152 2.10693 -1.92075 0.59 -0.35 -1.39 0.084
H 1.98487 3.26141 -0.99260 0.95 0.27 -0.02 0.085